Entry 1:
71
Properties=species:S:1:pos:R:3:lowdin_charge:R:1 method="wB97M-V/def2-TZVPD" s2=0.79 lumo_energy_ha="-0.139 / -0.134" charge=+1 spin_multiplicity=2 total_energy_ev=-89189.613 gap_ev="7.588 / 7.919" homo_energy_ev="-11.36 / -11.56"
V -2.405 -0.380 1.288 0.986
C -6.458 -0.880 0.411 0.023
C -5.174 -0.942 1.169 -0.297
O -4.275 -0.151 0.799 -0.037
C -4.977 -1.849 2.280 -0.090
C -5.971 -2.813 2.548 -0.010
C -5.846 -3.700 3.588 -0.057
C -4.713 -3.630 4.401 -0.034
C -3.728 -2.691 4.183 0.015
C -3.839 -1.792 3.124 -0.268
O -2.845 -0.894 2.975 -0.144
H -6.423 -0.051 -0.290 0.098
H -7.310 -0.769 1.080 0.105
H -6.591 -1.811 -0.145 0.112
H -6.846 -2.863 1.915 0.115
H -6.612 -4.438 3.774 0.113
H -4.604 -4.328 5.221 0.119
H -2.856 -2.630 4.819 0.130
C -3.309 3.220 0.659 0.011
C -2.194 2.285 0.298 -0.604
O -1.526 2.447 -0.715 -0.047
N -1.946 1.243 1.184 -0.095
Te 0.633 0.885 -0.172 2.080
C 2.270 -0.286 0.351 -0.350
C 2.650 -0.160 1.698 -0.299
C 1.877 0.633 2.721 -0.066
C 3.823 -0.783 2.095 0.006
C 4.597 -1.529 1.210 -0.235
C 5.849 -2.216 1.671 -0.033
C 4.164 -1.660 -0.102 0.008
C 2.993 -1.063 -0.558 -0.260
C 2.596 -1.337 -1.981 -0.033
C 1.449 1.603 -1.966 -0.314
C 2.595 2.356 -1.724 -0.291
C 3.170 2.667 -0.364 -0.053
C 3.288 2.872 -2.820 0.001
C 2.845 2.679 -4.114 -0.242
C 3.588 3.233 -5.294 -0.034
C 1.658 1.970 -4.303 0.006
C 0.931 1.424 -3.256 -0.268
C -0.357 0.719 -3.580 -0.037
H -2.866 4.138 1.049 0.099
H -3.969 2.804 1.416 0.082
H -3.862 3.473 -0.243 0.096
H 0.833 0.325 2.792 0.065
H 1.891 1.708 2.521 0.073
H 2.323 0.494 3.703 0.089
H 4.141 -0.687 3.126 0.126
H 6.326 -1.673 2.485 0.084
H 6.563 -2.317 0.854 0.084
H 5.620 -3.220 2.034 0.095
H 4.740 -2.263 -0.795 0.132
H 3.252 -0.809 -2.675 0.103
H 1.573 -1.061 -2.219 0.042
H 2.686 -2.406 -2.171 0.100
H 2.490 2.573 0.489 0.032
H 3.495 3.706 -0.344 0.098
H 4.027 2.029 -0.141 0.103
H 4.186 3.451 -2.637 0.128
H 4.490 3.759 -4.989 0.080
H 2.962 3.929 -5.854 0.090
H 3.876 2.434 -5.979 0.090
H 1.278 1.841 -5.310 0.128
H -0.577 0.845 -4.638 0.087
H -1.191 1.127 -3.008 0.076
H -0.310 -0.349 -3.376 0.075
O 0.031 -2.851 -0.537 -0.177
S -0.783 -1.816 -0.035 0.436
O -0.450 -1.230 1.308 -0.407
O -0.684 -0.494 -0.961 -0.530
O -2.262 -2.052 0.056 -0.307

***

Entry 2:
85
Properties=species:S:1:pos:R:3:lowdin_charge:R:1 method="wB97M-V/def2-TZVPD" s2=0.75 lumo_energy_ha="-0.104 / -0.227" charge=+1 spin_multiplicity=2 total_energy_ev=-167895.783 gap_ev="8.520 / 5.158" de_lowest_kj_mol=737.6 homo_energy_ev="-11.35 / -11.34"
Ba 1.119 0.435 -0.165 2.156
C -2.048 4.759 -1.263 -0.002
C -0.809 3.949 -0.997 -0.226
N -0.408 2.979 -1.714 0.092
N -1.081 2.617 -2.834 0.036
C -0.644 1.614 -3.585 -0.699
N -1.377 1.273 -4.656 0.145
S 0.768 0.742 -3.241 1.031
C 0.069 4.283 0.156 -0.249
C 0.375 5.607 0.444 -0.009
C 1.279 5.869 1.461 -0.037
C 1.834 4.814 2.161 -0.024
C 1.460 3.520 1.816 -0.114
N 0.595 3.272 0.844 0.072
H -2.905 4.093 -1.398 0.090
H -1.938 5.376 -2.159 0.100
H -2.265 5.413 -0.424 0.088
H -1.956 3.067 -3.089 0.159
H -2.109 1.873 -5.002 0.130
H -0.979 0.613 -5.304 0.115
H -0.038 6.413 -0.150 0.120
H 1.560 6.889 1.688 0.116
H 2.548 4.985 2.955 0.115
H 1.884 2.657 2.318 0.114
N 2.968 -3.174 0.442 0.187
C 3.275 -1.997 1.347 -0.474
C 4.306 -2.292 2.407 -0.051
P 1.622 -1.444 1.988 0.297
O 1.198 -2.845 2.733 -0.139
O 0.819 -1.430 0.718 -0.741
O 1.556 -0.329 2.940 -0.239
P 3.577 -0.589 0.195 0.240
O 5.149 -0.652 -0.037 -0.086
O 3.053 0.626 0.849 -0.532
O 2.825 -1.064 -1.036 -0.473
H 2.145 -3.686 0.761 0.124
H 3.756 -3.807 0.336 0.169
H 2.752 -2.670 -0.491 0.130
H 4.014 -3.154 3.010 0.088
H 4.390 -1.435 3.075 0.103
H 5.290 -2.463 1.967 0.087
H 1.007 -2.668 3.670 0.091
H 5.459 0.109 -0.563 0.096
F 2.046 2.063 -1.098 -0.611
P 3.480 2.912 -1.547 0.203
F 3.884 2.999 -0.009 -0.114
F 2.971 2.764 -3.073 -0.176
F 4.209 1.463 -1.680 -0.160
F 2.627 4.270 -1.401 -0.122
F 4.796 3.669 -1.988 -0.098
O -1.084 0.320 -0.721 -0.750
As -1.536 -1.135 -0.095 1.168
C -3.423 -1.444 -0.483 -0.275
C -3.861 -2.519 -1.248 -0.088
C -5.221 -2.768 -1.374 -0.075
C -6.139 -1.946 -0.741 -0.076
C -5.705 -0.862 0.011 -0.072
C -4.349 -0.613 0.143 -0.094
C -0.751 -2.635 -1.039 -0.309
C -0.431 -3.848 -0.442 -0.092
C 0.146 -4.851 -1.207 -0.074
C 0.412 -4.643 -2.555 -0.067
C 0.069 -3.440 -3.152 -0.057
C -0.525 -2.440 -2.394 -0.115
C -1.650 -1.074 1.824 -0.317
C -1.318 0.121 2.446 -0.114
C -1.422 0.221 3.825 -0.058
C -1.854 -0.870 4.565 -0.063
C -2.188 -2.063 3.936 -0.069
C -2.093 -2.167 2.557 -0.089
H -3.144 -3.163 -1.741 0.094
H -5.563 -3.616 -1.955 0.108
H -7.198 -2.154 -0.826 0.108
H -6.428 -0.225 0.505 0.108
H -3.994 0.224 0.735 0.107
H -0.605 -3.998 0.618 0.107
H 0.392 -5.804 -0.755 0.112
H 0.879 -5.429 -3.134 0.111
H 0.263 -3.285 -4.206 0.111
H -0.821 -1.501 -2.843 0.070
H -0.981 0.955 1.836 0.084
H -1.152 1.145 4.318 0.117
H -1.936 -0.789 5.641 0.110
H -2.531 -2.906 4.521 0.110
H -2.369 -3.087 2.054 0.110

***

Entry 3:
68
Properties=species:S:1:pos:R:3:nbo_charge:R:1 method="wB97M-V/def2-TZVPD" lumo_energy_ha="-0.201 / -0.200" charge=+1 total_energy_ev=-137129.323 gap_ev="5.469 / 5.478" de_lowest_kj_mol=226.4 homo_energy_ev="-10.93 / -10.93"
Os -0.509 0.423 -2.212 0.986
C 5.577 -1.811 2.357 -0.598
C 5.483 -0.552 1.475 -0.085
C 6.525 -0.654 0.360 -0.611
C 5.780 0.702 2.318 -0.596
C 4.060 -0.428 0.929 0.046
C 3.787 -0.370 -0.437 -0.254
C 2.492 -0.172 -0.838 -0.136
Br 2.106 -0.052 -2.686 0.313
C 1.411 -0.041 0.033 0.291
O 0.191 0.165 -0.419 -0.599
C 1.660 -0.164 1.433 -0.029
C 2.974 -0.340 1.821 -0.152
C 0.511 -0.128 2.451 -0.081
C -0.249 1.214 2.362 -0.597
C -0.458 -1.298 2.159 -0.598
C 1.022 -0.278 3.884 -0.610
H 6.610 -1.951 2.686 0.222
H 5.273 -2.699 1.795 0.216
H 4.948 -1.734 3.248 0.208
H 7.518 -0.740 0.805 0.228
H 6.522 0.234 -0.281 0.210
H 6.362 -1.543 -0.260 0.212
H 6.795 0.643 2.724 0.222
H 5.086 0.797 3.157 0.208
H 5.704 1.605 1.706 0.213
H 4.573 -0.474 -1.174 0.242
H 3.187 -0.418 2.881 0.224
H -0.732 1.341 1.395 0.203
H 0.431 2.056 2.528 0.214
H -1.023 1.240 3.134 0.217
H -0.859 -1.241 1.147 0.208
H -1.298 -1.261 2.861 0.216
H 0.052 -2.259 2.274 0.218
H 1.703 0.535 4.155 0.214
H 1.526 -1.238 4.038 0.216
H 0.171 -0.237 4.567 0.225
S -3.664 -1.744 -4.775 -0.485
P -3.214 -1.304 -2.956 1.119
S -1.291 -1.826 -2.422 -0.324
C -3.260 0.497 -2.659 -0.234
C -3.792 1.343 -3.625 -0.236
C -3.867 2.705 -3.378 -0.114
C -3.407 3.247 -2.167 -0.231
C -2.887 2.426 -1.202 -0.147
C -2.804 1.029 -1.428 -0.386
C -4.347 -1.960 -1.712 -0.349
C -3.899 -2.562 -0.537 -0.220
C -4.823 -2.978 0.418 -0.205
C -6.179 -2.785 0.202 -0.182
C -6.627 -2.194 -0.976 -0.186
C -5.714 -1.783 -1.939 -0.211
H -4.153 0.918 -4.556 0.268
H -4.293 3.358 -4.131 0.239
H -3.484 4.315 -1.987 0.238
H -2.551 2.843 -0.256 0.237
H -2.556 0.365 -0.604 0.274
H -2.838 -2.713 -0.373 0.223
H -4.480 -3.457 1.327 0.226
H -6.897 -3.098 0.953 0.228
H -7.689 -2.058 -1.149 0.228
H -6.051 -1.336 -2.869 0.236
C 0.117 3.665 -2.319 -0.741
C -0.293 2.303 -2.720 0.422
O -0.685 1.906 -3.825 -0.514
H -0.546 4.409 -2.764 0.264
H 1.126 3.834 -2.708 0.281
H 0.136 3.765 -1.238 0.252

***

Entry 4:
67
Properties=species:S:1:pos:R:3:nbo_charge:R:1 method="wB97M-V/def2-TZVPD" s2=0.76 lumo_energy_ha="0.095 / 0.095" charge=-1 spin_multiplicity=2 total_energy_ev=-80696.877 gap_ev="3.910 / 5.551" homo_energy_ev="-1.32 / -2.96"
Yb 0.917 0.257 -1.004 1.157
Cl 3.421 0.525 -0.211 -0.616
N 0.194 -2.050 -0.623 -0.548
N -0.235 2.470 -0.472 -0.546
C 0.659 -2.628 -1.707 0.616
C -0.646 3.179 -1.490 0.623
C -0.166 -3.151 0.340 0.068
C 0.574 -4.348 -0.251 -0.081
C -1.664 -3.466 0.309 -0.607
C 0.252 -2.835 1.770 -0.615
H -1.979 -3.809 -0.690 0.200
H -2.282 -2.606 0.609 0.228
H -1.833 -4.288 1.024 0.203
H 1.343 -2.792 1.840 0.221
H -0.106 -3.635 2.439 0.191
H -0.146 -1.878 2.118 0.271
C -0.793 3.081 0.783 0.069
C -1.507 4.313 0.267 -0.078
C 0.295 3.458 1.774 -0.619
C -1.745 2.098 1.448 -0.627
H -2.603 1.916 0.786 0.190
H -2.112 2.557 2.376 0.196
H -1.214 1.160 1.675 0.280
H 1.005 4.148 1.303 0.197
H 0.817 2.564 2.128 0.282
H -0.184 3.964 2.624 0.190
O -1.461 4.180 -1.170 -0.503
H -1.003 5.257 0.509 0.182
H -2.566 4.361 0.516 0.187
O 0.843 -3.944 -1.616 -0.497
H -0.016 -5.271 -0.317 0.190
H 1.537 -4.530 0.244 0.191
C 0.923 -1.899 -3.016 -0.497
C -0.375 2.907 -2.944 -0.500
C -0.814 1.508 -3.284 -0.051
H 0.718 2.981 -3.055 0.265
H -0.922 3.663 -3.519 0.224
C 0.061 0.477 -3.204 -0.441
C -0.157 -0.857 -3.309 -0.108
H 2.131 -0.061 0.767 0.168
C -1.493 -1.224 -3.704 0.015
C -2.425 -0.205 -3.848 -0.260
C -1.837 -2.643 -3.994 -0.637
C -2.143 1.141 -3.642 0.009
H -3.415 -0.468 -4.213 0.187
C -3.178 2.203 -3.815 -0.637
H -4.081 1.779 -4.246 0.203
H -2.814 2.979 -4.491 0.207
H -3.449 2.681 -2.871 0.218
H -1.031 -3.144 -4.538 0.206
H -2.731 -2.689 -4.618 0.207
H -2.061 -3.229 -3.094 0.212
H 0.969 -2.663 -3.814 0.241
H 1.918 -1.404 -2.907 0.269
C 1.082 0.241 1.447 -0.649
C 1.273 0.249 2.722 -0.271
C 2.214 0.015 3.721 -0.008
C 3.515 -0.489 3.444 -0.236
C 4.448 -0.493 4.480 -0.219
C 4.091 -0.076 5.763 -0.266
C 2.785 0.365 6.021 -0.223
C 1.845 0.415 5.003 -0.240
H 3.754 -0.832 2.435 0.229
H 5.462 -0.835 4.284 0.196
H 4.828 -0.092 6.569 0.194
H 2.492 0.679 7.010 0.192
H 0.819 0.761 5.132 0.212

***

Entry 5:
73
Properties=species:S:1:pos:R:3:lowdin_charge:R:1 method="wB97M-V/def2-TZVPD" lumo_energy_ha=0.071 charge=-1 total_energy_ev=-78897.501 gap_ev=6.475 de_lowest_kj_mol=1.6 homo_energy_ev=-4.53
Rb 0.207 1.260 -1.872 0.688
C 3.687 -1.414 -1.063 -0.552
C 3.608 -1.193 0.444 -0.516
S 2.034 -0.486 1.001 0.868
C 2.622 0.834 2.086 -0.519
C 3.491 1.912 1.444 -0.516
S 2.738 2.714 0.003 0.823
C 4.034 2.589 -1.256 -0.549
C 4.584 1.202 -1.584 -0.511
S 3.339 -0.001 -2.135 0.797
H 4.668 -1.832 -1.304 0.075
H 2.934 -2.141 -1.368 0.045
H 3.765 -2.153 0.942 0.071
H 4.409 -0.534 0.778 0.054
H 1.708 1.280 2.482 0.036
H 3.157 0.400 2.935 0.084
H 3.702 2.670 2.202 0.072
H 4.454 1.507 1.134 0.054
H 3.545 2.994 -2.146 0.008
H 4.869 3.238 -0.980 0.074
H 5.316 1.328 -2.384 0.074
H 5.117 0.771 -0.736 0.054
C -2.225 -1.823 3.642 -0.091
C -1.000 -1.308 2.885 -0.218
C -0.761 0.173 3.070 -0.189
C -0.308 0.607 4.315 -0.063
C -0.022 1.936 4.564 -0.099
C -0.188 2.862 3.540 -0.058
C -0.633 2.473 2.286 -0.187
C -0.828 3.504 1.206 -0.211
C -2.298 3.864 0.986 -0.076
C -0.933 1.117 2.040 -0.212
N -1.323 0.763 0.739 0.050
C -2.457 0.172 0.580 -0.130
C -3.007 -0.260 -0.660 -0.379
C -4.200 -0.996 -0.796 -0.094
C -4.357 -1.220 -2.159 -0.131
C -3.252 -0.591 -2.771 -0.217
N -2.434 -0.018 -1.884 -0.022
H -2.332 -2.902 3.523 0.070
H -3.140 -1.350 3.281 0.064
H -2.142 -1.606 4.709 0.066
H -1.099 -1.538 1.827 0.075
H -0.111 -1.842 3.232 0.106
H -0.162 -0.131 5.098 0.111
H 0.334 2.250 5.537 0.094
H 0.038 3.909 3.713 0.109
H -0.406 3.134 0.271 0.056
H -0.262 4.401 1.469 0.109
H -2.865 2.986 0.675 0.067
H -2.401 4.624 0.210 0.072
H -2.742 4.250 1.906 0.074
H -3.092 -0.024 1.455 0.126
H -4.852 -1.308 0.009 0.088
H -5.157 -1.748 -2.656 0.076
H -3.036 -0.538 -3.831 0.096
O 0.091 2.757 -5.105 -0.065
C 1.083 2.765 -4.407 -0.729
N 2.019 2.755 -3.678 -0.024
F -2.217 -5.594 -3.984 0.124
C -2.691 -4.594 -3.207 -0.579
F -3.296 -5.171 -2.156 0.136
F -3.640 -3.975 -3.923 0.147
C -1.589 -3.661 -2.786 -0.114
C -1.555 -3.139 -1.509 0.011
C -0.515 -2.277 -1.189 -0.131
N 0.444 -1.936 -2.043 0.050
C 0.380 -2.428 -3.280 -0.117
C -0.611 -3.297 -3.700 0.008
H -2.326 -3.358 -0.786 0.123
H -0.454 -1.829 -0.205 0.077
H 1.160 -2.110 -3.963 0.115
H -0.619 -3.677 -4.713 0.121

***

Entry 6:
71
Properties=species:S:1:pos:R:3:lowdin_charge:R:1 method="wB97M-V/def2-TZVPD" s2=2.01 lumo_energy_ha="0.089 / 0.036" charge=-1 spin_multiplicity=3 total_energy_ev=-140933.272 gap_ev="6.843 / 6.069" de_lowest_kj_mol=0.0 homo_energy_ev="-4.41 / -5.09"
Ti -0.832 1.017 0.297 0.516
C -3.216 -2.194 1.886 -0.016
C -2.769 -1.249 0.804 -0.442
O -1.865 -0.395 1.174 -0.225
C -3.280 -1.318 -0.461 -0.025
C -2.880 -0.482 -1.552 -0.318
C -3.641 -0.591 -2.843 -0.039
N -1.890 0.355 -1.441 -0.067
N -1.618 1.113 -2.581 0.082
C -0.548 1.827 -2.389 -0.463
O 0.162 1.829 -1.306 -0.200
C -0.088 2.696 -3.508 -0.137
C -0.864 2.878 -4.651 -0.033
C -0.412 3.688 -5.679 -0.095
C 0.820 4.323 -5.579 -0.108
C 1.594 4.148 -4.442 -0.091
C 1.141 3.341 -3.409 -0.022
H -3.206 -1.675 2.844 0.084
H -2.517 -3.032 1.951 0.083
H -4.212 -2.591 1.693 0.076
H -4.060 -2.041 -0.656 0.097
H -4.344 -1.421 -2.804 0.067
H -2.959 -0.713 -3.683 0.073
H -4.189 0.336 -3.020 0.085
H -1.820 2.378 -4.714 0.105
H -1.023 3.829 -6.562 0.095
H 1.172 4.957 -6.384 0.093
H 2.552 4.645 -4.356 0.096
H 1.723 3.204 -2.508 0.112
S -2.432 2.859 0.686 0.628
C -2.319 2.616 2.412 -0.692
C -3.472 2.747 3.194 -0.065
C -3.467 2.533 4.563 -0.201
C -4.682 2.679 5.305 -0.189
N -5.667 2.792 5.889 0.149
C -2.271 2.164 5.200 -0.202
C -1.120 2.023 4.438 -0.067
C -1.112 2.248 3.061 -0.672
S 0.413 2.039 2.204 0.581
C -2.219 1.923 6.608 -0.192
N -2.155 1.730 7.741 0.147
H -4.398 3.017 2.706 0.111
H -0.199 1.729 4.922 0.110
C 5.481 -1.912 2.907 -0.123
C 4.258 -1.112 2.477 -0.292
C 4.234 -0.850 0.976 -0.305
C 3.056 0.014 0.517 -0.350
Ge 1.259 -0.777 0.723 0.909
C 0.858 -2.051 -0.742 -0.349
C 1.450 -3.442 -0.504 -0.301
C 1.200 -4.415 -1.658 -0.277
C 1.996 -4.073 -2.913 -0.118
H 5.478 -2.107 3.980 0.065
H 6.403 -1.378 2.666 0.068
H 5.517 -2.876 2.393 0.068
H 4.234 -0.154 3.004 0.113
H 3.349 -1.641 2.774 0.080
H 4.235 -1.806 0.440 0.093
H 5.171 -0.352 0.697 0.107
H 3.146 0.244 -0.548 0.063
H 3.066 0.970 1.044 0.047
H 1.029 -1.484 2.074 -0.034
H 1.231 -1.605 -1.667 0.061
H -0.229 -2.121 -0.842 0.052
H 1.021 -3.856 0.414 0.099
H 2.529 -3.372 -0.327 0.091
H 0.131 -4.420 -1.891 0.105
H 1.452 -5.430 -1.335 0.099
H 1.746 -3.080 -3.287 0.064
H 1.799 -4.786 -3.716 0.064
H 3.069 -4.089 -2.707 0.071